# 1
# C4H9N

C4H9N in the gas phase (ωB97M-V with the def2-TZVPD basis set, OMol25).

## Properties
Lowest unoccupied orbital energy   1.3 eV
Structure (SMILES)   CNC1CC1
ΔE to the lowest compared entry with this formula, charge and spin   132.9 kJ/mol
Frontier orbital gap   0.3635 hartree
HOMO energy   -8.64 eV

Each line ends with the natural charge from an NBO analysis.
Atoms and positions in Å:
1 C 1.92092 0.15996 -0.01026  -0.402
2 C -0.40031 -0.34808 0.58997  -0.058
3 C -1.72233 -0.53311 -0.16210  -0.422
4 C -1.09554 0.76893 -0.09827  -0.448
5 H 2.18578 0.46761 0.99036  0.189
6 H 2.77592 -0.24955 -0.47695  0.199
7 H 1.59087 1.10904 -0.56724  0.153
8 H 0.77804 -1.13452 -0.94664  0.349
9 H -0.41395 -0.28192 1.66795  0.199
10 H -2.67187 -0.68297 0.36319  0.216
11 H -1.71815 -1.12604 -1.01278  0.212
12 H -0.59863 1.20734 -0.99886  0.212
13 H -1.50338 1.48177 0.62573  0.215
14 N 0.87262 -0.83845 0.03589  -0.613

=====

# 2
# C55H54N2P3S3SnTe

A molecular structure, C55H54N2P3S3SnTe (ωB97M-V with the def2-TZVPD basis set, OMol25).

## Properties
Lowest unoccupied orbital energy   -9.9 eV
Total charge   +3
ΔE to the lowest compared entry with this formula, charge and spin   23.2 kJ/mol
Frontier orbital gap   0.1426 hartree
HOMO energy   -13.76 eV

Each line ends with the Mulliken charge.
Atoms and positions in Å:
1 Sn 0.35164 -0.08537 0.36045  1.989
2 C -5.05218 5.03998 -4.30865  -0.676
3 S -5.11081 5.71577 -2.63873  -0.089
4 C -3.36362 5.55857 -2.13627  -1.003
5 C -3.07574 4.16390 -1.58479  0.115
6 C -1.66679 4.07865 -0.99928  -1.479
7 N -1.30014 2.70837 -0.63066  0.250
8 P -1.53202 2.06582 0.92974  0.450
9 C -3.23599 1.44816 1.07829  1.386
10 C -3.63006 1.05941 2.36157  -1.131
11 C -4.90762 0.57303 2.56947  -0.926
12 C -5.79403 0.46239 1.50481  -0.777
13 C -5.38841 0.80697 0.22402  -0.793
14 C -4.10214 1.27575 0.00537  -0.554
15 C -1.48671 3.49979 2.03902  0.277
16 C -0.25634 3.89696 2.55954  -0.289
17 C -0.18276 5.00001 3.38953  -0.762
18 C -1.33340 5.70604 3.70601  -0.642
19 C -2.55943 5.31097 3.18917  -0.827
20 C -2.64386 4.20823 2.35884  -0.246
21 P -0.25874 1.82458 -1.65748  0.525
22 C 1.22524 2.83379 -1.89994  1.030
23 C 2.01380 2.60862 -3.02966  -0.893
24 C 3.14764 3.37284 -3.24185  -0.883
25 C 3.50683 4.35394 -2.32822  -0.774
26 C 2.75439 4.54072 -1.17754  -0.520
27 C 1.62549 3.77281 -0.95292  -0.624
28 C -1.11407 1.89525 -3.26366  0.284
29 C -0.91713 2.96563 -4.13669  -0.166
30 C -1.64418 3.03416 -5.31121  -0.816
31 C -2.54694 2.03133 -5.63684  -0.819
32 C -2.74336 0.96649 -4.76853  -0.721
33 C -2.03372 0.89945 -3.58214  0.207
34 H -6.06049 5.09017 -4.70657  0.398
35 H -4.71678 4.00732 -4.28227  0.095
36 H -4.38763 5.64100 -4.92159  0.251
37 H -3.21221 6.31339 -1.36466  0.441
38 H -2.73630 5.79149 -2.99579  0.369
39 H -3.17851 3.42576 -2.38303  -0.288
40 H -3.80364 3.93881 -0.80448  0.349
41 H -1.60184 4.72048 -0.11662  0.932
42 H -0.94225 4.44506 -1.73134  0.663
43 H -2.94390 1.17533 3.19569  0.680
44 H -5.22270 0.29511 3.56183  0.506
45 H -6.79393 0.09786 1.67584  0.514
46 H -6.07162 0.70206 -0.60428  0.510
47 H -3.76671 1.51605 -0.99406  0.313
48 H 0.63418 3.33138 2.31063  0.206
49 H 0.76771 5.30604 3.79868  0.482
50 H -1.27612 6.56359 4.35725  0.443
51 H -3.45345 5.86045 3.43947  0.487
52 H -3.59848 3.90171 1.95486  0.490
53 H 1.72981 1.84221 -3.73699  0.576
54 H 3.74830 3.21003 -4.12202  0.492
55 H 4.36995 4.97454 -2.51115  0.431
56 H 3.04256 5.29399 -0.46031  0.529
57 H 1.03107 3.91589 -0.05968  0.232
58 H -0.19690 3.73897 -3.90976  0.485
59 H -1.49611 3.86694 -5.98343  0.499
60 H -3.08298 2.07332 -6.57279  0.465
61 H -3.44459 0.18671 -5.02541  0.544
62 H -2.18337 0.07318 -2.89961  0.165
63 S 0.96716 -1.79394 -1.40207  -0.562
64 C -0.69507 -2.18579 -1.51621  0.561
65 N -1.55299 -1.71177 -0.64291  0.681
66 C -2.81143 -2.22175 -0.86363  -1.118
67 C -3.91763 -2.00702 -0.05009  -0.005
68 C -5.11509 -2.59397 -0.39601  -0.809
69 C -5.22581 -3.37078 -1.54682  -0.842
70 C -4.12716 -3.62253 -2.34848  -0.598
71 C -2.91366 -3.05576 -1.99080  1.030
72 S -1.33908 -3.22573 -2.73803  -0.272
73 H -3.80833 -1.39309 0.83226  -0.157
74 H -5.97354 -2.45770 0.24026  0.607
75 H -6.18306 -3.79289 -1.80754  0.480
76 H -4.20830 -4.24743 -3.22199  0.532
77 Te -1.20836 -1.83266 2.13423  0.114
78 C -0.50612 -3.71888 1.50071  0.630
79 C 0.83218 -4.07479 1.56496  0.485
80 C 1.19963 -5.37777 1.27851  -0.747
81 C 0.23733 -6.31296 0.92758  -0.796
82 C -1.09336 -5.94117 0.83366  -0.851
83 C -1.47304 -4.64109 1.11838  -0.339
84 C -0.45560 -2.02953 4.12035  0.376
85 C -1.43850 -2.12174 5.10114  -0.414
86 C -1.07628 -2.42174 6.40301  -0.806
87 C 0.25865 -2.60784 6.72403  -0.757
88 C 1.23639 -2.48988 5.74877  -0.501
89 C 0.88441 -2.19675 4.44217  0.396
90 H 1.58770 -3.34748 1.83117  -0.127
91 H 2.23724 -5.66219 1.34240  0.498
92 H 0.52515 -7.33282 0.72822  0.450
93 H -1.84455 -6.66420 0.55651  0.485
94 H -2.51326 -4.34728 1.06353  0.590
95 H -2.48087 -1.98324 4.84173  0.433
96 H -1.83879 -2.51375 7.15938  0.437
97 H 0.53694 -2.83848 7.74026  0.420
98 H 2.27483 -2.63219 6.00355  0.511
99 H 1.65019 -2.09721 3.68293  -0.113
100 C 3.61998 1.72393 1.78878  -1.435
101 P 3.07247 0.37091 0.69561  1.022
102 C 3.98541 0.67930 -0.84897  -1.118
103 C 3.75224 -1.18381 1.32273  1.195
104 C 3.98513 -1.38381 2.68404  -0.915
105 C 4.52187 -2.58532 3.11399  -0.338
106 C 4.80431 -3.59276 2.20085  -0.681
107 C 4.55925 -3.39851 0.84748  -0.986
108 C 4.02377 -2.20329 0.40836  -0.706
109 H 4.66263 1.56386 2.06738  0.484
110 H 3.00789 1.77948 2.68591  0.432
111 H 3.52953 2.65346 1.22700  0.415
112 H 5.04513 0.50821 -0.65496  0.596
113 H 3.83434 1.70693 -1.16838  0.192
114 H 3.64910 0.01423 -1.64077  0.409
115 H 3.77681 -0.59740 3.39642  0.405
116 H 4.72892 -2.73513 4.16364  0.475
117 H 5.21848 -4.52768 2.54523  0.478
118 H 4.79198 -4.17429 0.13303  0.508
119 H 3.83087 -2.05485 -0.64339  0.306

=====

# 3
# C26H62Cl2O11S

7 unconnected molecules or ions with the total composition C26H62Cl2O11S (ωB97M-V with the def2-TZVPD basis set, OMol25).

## Properties
Lowest unoccupied orbital energy   0.6 eV
Frontier orbital gap   0.3723 hartree
HOMO energy   -9.55 eV

Each line ends with the Mulliken charge.
Atoms and positions in Å:
1 C 4.72213 -0.16461 -1.07257  -0.399
2 C 3.43804 0.28235 -1.90839  0.430
3 O 3.40287 0.22079 -3.14680  -0.526
4 O 2.34121 0.79920 -1.14549  -0.316
5 C 2.45380 2.25944 -1.29691  -0.429
6 C 1.20082 2.71392 -2.17483  -0.803
7 C -0.22145 2.32084 -1.49875  0.000
8 O -0.08306 2.29483 -0.05566  -0.225
9 S -1.56439 2.46743 0.73745  0.390
10 O -2.31002 3.67296 0.19484  -0.429
11 O -2.52471 1.08509 0.40137  -0.333
12 C -3.37468 1.29504 -0.74223  0.294
13 Cl -5.01644 1.99955 -0.35340  -0.123
14 C -3.62366 -0.20229 -1.37104  0.123
15 C -2.96866 -0.27915 -2.82801  -1.072
16 Cl -5.39525 -0.63285 -1.54474  -0.192
17 H 5.63258 0.09558 -1.71165  -0.009
18 H 4.77893 0.41706 -0.08623  0.273
19 H 4.62016 -1.27684 -0.86955  0.303
20 H 2.39843 2.79545 -0.29869  0.389
21 H 3.39257 2.56304 -1.87608  0.272
22 H 1.21514 3.84036 -2.40548  0.337
23 H 1.25100 2.13900 -3.16947  0.269
24 H -0.96709 3.07916 -1.89642  0.458
25 H -0.53042 1.30463 -1.92305  0.013
26 H -2.92192 1.90755 -1.57831  0.077
27 H -3.16465 -1.01271 -0.70127  0.289
28 H -3.53996 -1.03605 -3.45877  0.366
29 H -2.93662 0.71331 -3.37832  0.279
30 H -1.88315 -0.65139 -2.75623  0.228
31 C -7.32350 3.77005 3.77182  -1.129
32 C -8.04113 2.53181 3.25687  0.331
33 C -7.18695 1.28527 3.42795  -0.948
34 O -8.35558 2.70581 1.87635  -0.557
35 H -6.39491 3.94150 3.21807  0.173
36 H -7.94318 4.65948 3.63232  0.296
37 H -7.08355 3.67400 4.83402  0.413
38 H -8.98649 2.40592 3.79169  0.295
39 H -6.25323 1.37139 2.86202  0.203
40 H -7.70849 0.40633 3.04428  0.199
41 H -6.94312 1.11493 4.47935  0.362
42 H -7.52492 2.81824 1.39444  0.317
43 C 7.93432 -2.54043 -1.40142  -0.932
44 C 8.00652 -2.67708 0.11127  0.405
45 C 9.09627 -3.65264 0.52740  -1.268
46 O 6.74938 -3.13046 0.60672  -0.495
47 H 7.69737 -3.50097 -1.87020  0.299
48 H 7.14006 -1.84562 -1.68598  0.011
49 H 8.88042 -2.17694 -1.81114  0.408
50 H 8.19840 -1.69852 0.55994  0.328
51 H 8.89920 -4.65139 0.12611  0.229
52 H 9.12909 -3.74955 1.61553  0.304
53 H 10.07733 -3.32234 0.17573  0.421
54 H 6.56978 -3.99599 0.21728  0.278
55 C -5.14242 5.44690 0.32045  -0.796
56 C -6.18899 6.54064 0.46421  0.404
57 C -5.81762 7.77220 -0.34706  -1.383
58 O -6.31568 6.89896 1.83938  -0.552
59 H -4.16866 5.78730 0.68642  0.292
60 H -5.41572 4.57330 0.91674  0.045
61 H -5.03436 5.13830 -0.72209  0.363
62 H -7.16163 6.16416 0.13614  0.280
63 H -4.86702 8.19322 -0.00398  0.335
64 H -6.57220 8.55372 -0.22560  0.341
65 H -5.72975 7.53325 -1.40997  0.366
66 H -5.46074 7.23312 2.13918  0.349
67 C -8.83589 -3.47984 4.95036  -1.399
68 C -8.38223 -2.68751 3.73418  0.546
69 C -7.95276 -3.60804 2.60252  -1.266
70 O -7.29270 -1.84218 4.09764  -0.491
71 H -8.02188 -4.10166 5.33664  0.353
72 H -9.13074 -2.80623 5.75902  0.340
73 H -9.68304 -4.12612 4.70721  0.375
74 H -9.19486 -2.04044 3.39320  0.268
75 H -7.10836 -4.23427 2.90819  0.330
76 H -7.61903 -3.02561 1.73989  0.299
77 H -8.77349 -4.25816 2.28905  0.372
78 H -6.56814 -2.40407 4.40091  0.306
79 C 5.22876 -7.56385 2.43464  -1.390
80 C 5.70548 -6.79814 1.21069  0.466
81 C 6.11700 -7.74305 0.09217  -1.255
82 O 6.81434 -5.97382 1.56831  -0.484
83 H 6.02629 -8.19987 2.83180  0.353
84 H 4.94717 -6.87328 3.23349  0.341
85 H 4.36741 -8.19276 2.19630  0.380
86 H 4.90953 -6.13615 0.85845  0.279
87 H 6.94497 -8.38522 0.40891  0.331
88 H 6.46779 -7.17989 -0.77680  0.305
89 H 5.28225 -8.37725 -0.21629  0.391
90 H 7.52411 -6.54921 1.88159  0.316
91 C 8.12151 2.56619 -5.25472  -1.389
92 C 7.64775 1.46211 -4.32262  0.430
93 C 7.16439 0.24894 -5.10186  -1.185
94 O 6.58746 1.95364 -3.50460  -0.493
95 H 7.30681 2.90666 -5.90173  0.360
96 H 8.45509 3.43527 -4.68189  0.330
97 H 8.94696 2.22448 -5.88412  0.378
98 H 8.46312 1.16949 -3.65554  0.259
99 H 6.31684 0.50967 -5.74340  0.345
100 H 6.81661 -0.53167 -4.42019  0.248
101 H 7.96137 -0.16213 -5.72671  0.400
102 H 5.86029 2.21541 -4.08420  0.325

=====

# 4
# C5H12NO

2 unconnected molecules or ions with the total composition C5H12NO (ωB97M-V with the def2-TZVPD basis set, OMol25).

## Properties
Lowest unoccupied orbital energy   -5.6 eV
Total charge   +1
ΔE to the lowest compared entry with this formula, charge and spin   377.9 kJ/mol
Frontier orbital gap   0.2998 hartree
HOMO energy   -13.78 eV

Each line ends with the natural charge from an NBO analysis.
Atoms and positions in Å:
1 C 0.29720 2.05784 1.79114  -0.588
2 C -0.57185 0.93110 1.06520  -0.492
3 C 0.30343 -0.26399 0.70742  0.164
4 C 1.69153 -0.51706 0.71791  -0.355
5 C -1.80161 -1.37154 -0.12579  0.061
6 N -0.54238 -1.37614 0.18129  -0.421
7 H 0.32798 1.90726 2.85945  0.238
8 H 0.28732 3.06612 1.31676  0.246
9 H 1.21909 1.65733 1.61576  0.209
10 H -0.69789 1.50839 0.18182  0.253
11 H -1.52272 0.60069 1.45775  0.228
12 H 2.38837 0.27063 0.22145  0.278
13 H 2.05471 -1.56378 1.02631  0.246
14 H -2.19137 -2.38215 -0.47105  0.248
15 H -2.35309 -0.40514 -0.13084  0.246
16 H -0.20184 -2.33574 0.16008  0.439
17 H 0.54589 -1.11227 -3.59636  0.457
18 H 0.02193 -0.30583 -4.81009  0.479
19 O 0.74529 -0.36573 -4.16821  -0.935

=====

# 5
# C21H30N2SiV

A molecular structure, C21H30N2SiV (ωB97M-V with the def2-TZVPD basis set, OMol25).

## Properties
Lowest unoccupied orbital energy (spin up / spin down)   -8.9 / -8.7 eV
Total charge   +2
ΔE to the lowest compared entry with this formula, charge and spin   77.1 kJ/mol
Frontier orbital gap (spin up / spin down)   0.1900 / 0.1968 hartree
HOMO energy (spin up / spin down)   -14.10 / -14.02 eV
Expectation value of S²   0.84
2S+1   2

Each line ends with the natural charge from an NBO analysis.
Atoms and positions in Å:
1 C 1.86692 -1.57704 1.29112  -0.339
2 C 2.25595 -0.89544 0.09480  -0.255
3 C 2.85925 0.34371 0.46433  -0.285
4 H 2.16432 -1.28129 -0.92417  0.299
5 C 2.86599 0.42876 1.89411  -0.329
6 C 2.25878 -0.76936 2.41058  -0.255
7 H 2.19608 -1.04659 3.46651  0.262
8 H 1.42508 -2.57875 1.33546  0.286
9 H 3.29157 1.06790 -0.23107  0.296
10 H 3.35192 1.21058 2.48495  0.276
11 V 0.77317 0.34430 1.27287  1.393
12 C -2.13202 1.80215 -2.41330  -1.082
13 H -1.66169 2.79043 -2.34907  0.261
14 H -3.19147 1.89875 -2.15508  0.253
15 H -2.10304 1.51396 -3.47425  0.281
16 Si -1.27546 0.57517 -1.30793  1.243
17 C -1.93704 -1.16940 -1.21758  -0.502
18 C -1.12330 -2.30984 -1.14733  -0.238
19 H -0.03501 -2.20196 -1.12622  0.200
20 C -1.72266 -3.57653 -1.14103  -0.203
21 H -1.07618 -4.45975 -1.11935  0.232
22 C -3.11103 -3.71335 -1.16886  -0.169
23 H -3.56858 -4.71098 -1.19111  0.243
24 C -3.92356 -2.57105 -1.14463  -0.204
25 H -5.00744 -2.66455 -1.12394  0.241
26 C -3.32958 -1.30088 -1.14516  -0.143
27 H -3.95397 -0.40088 -1.08970  0.214
28 C 0.35814 0.50824 -2.35830  -0.304
29 C 0.54852 -0.43777 -3.37433  -0.245
30 H -0.17628 -1.23828 -3.53365  0.234
31 C 1.64474 -0.34523 -4.25030  -0.195
32 H 1.77467 -1.10158 -5.01727  0.238
33 C 2.55739 0.69801 -4.17915  -0.176
34 H 3.40052 0.77766 -4.87316  0.244
35 C 2.36870 1.64794 -3.17325  -0.211
36 H 3.06266 2.48763 -3.09935  0.230
37 C 1.28531 1.55858 -2.28395  -0.282
38 H 1.16707 2.36517 -1.55103  0.201
39 H -0.36403 1.09766 -0.11778  -0.176
40 H -1.89493 0.75980 0.10177  -0.054
41 N -0.69775 -0.52213 2.39460  -0.868
42 C -1.13225 0.36715 3.49350  -0.235
43 C 0.09075 0.97735 4.19631  -0.445
44 C 0.63601 2.25743 3.59489  -0.226
45 N 0.74218 2.19492 2.08644  -0.861
46 H -1.47511 -0.79013 1.78704  0.431
47 H -0.36964 -1.41543 2.77768  0.423
48 H -1.81747 1.13500 3.10267  0.230
49 H -1.70320 -0.24428 4.20749  0.252
50 H -0.22711 1.22207 5.21691  0.277
51 H 0.89451 0.23064 4.31096  0.218
52 H -0.00799 3.11379 3.83076  0.238
53 H 1.63881 2.47002 3.97958  0.237
54 H 1.56695 2.72955 1.78972  0.436
55 H -0.02816 2.74816 1.69623  0.413

=====

# 6
# C5H7NS2

C5H7NS2 in the gas phase (ωB97M-V with the def2-TZVPD basis set, OMol25).

## Properties
Lowest unoccupied orbital energy   -0.9 eV
Structure (SMILES)   S=C[C@H]1CCN1C=S
ΔE to the lowest compared entry with this formula, charge and spin   378.8 kJ/mol
Frontier orbital gap   0.2735 hartree
HOMO energy   -8.39 eV

Each line ends with the natural charge from an NBO analysis.
Atoms and positions in Å:
1 C 0.75410 -1.68886 0.76609  -0.304
2 C 0.34156 -0.25541 0.94176  -0.101
3 C 1.17990 0.93366 0.36683  -0.441
4 C 0.06166 1.24804 -0.63408  -0.229
5 C -1.81335 -0.32681 -0.75839  -0.009
6 H 0.26187 -2.49498 1.18190  0.229
7 H -0.23796 0.09017 1.92051  0.248
8 H 1.53556 1.69768 1.16952  0.238
9 H 2.00113 0.55632 -0.37687  0.239
10 H 0.43149 1.61790 -1.74419  0.217
11 H -0.53683 2.19195 -0.33046  0.194
12 H -1.84028 0.19879 -1.77898  0.215
13 N -0.62341 -0.01999 -0.29172  -0.392
14 S 1.29267 -2.36758 -0.59090  0.117
15 S -2.80811 -1.38087 0.15897  -0.220

=====

| no. | total energy (hartree) |
| --- | --- |
| 1 | -212.5006 |
| 2 | -4937.8980 |
| 3 | -3173.9166 |
| 4 | -327.3156 |
| 5 | -2160.5092 |
| 6 | -1045.6998 |